# 1
100
Properties=species:S:1:pos:R:3 method="wB97M-V/def2-TZVPD" lumo_ev=-7.00 homo_ev=-8.141 orbital_gap_ev=1.14 charge=+1
C 0.411 3.075 1.817
C 0.764 1.547 1.236
C -0.459 0.894 0.363
C -0.650 1.889 -0.968
C -0.248 -0.669 -0.081
C 0.663 -1.555 0.999
N -0.070 -1.676 2.352
C -1.130 -2.761 2.133
C -2.276 -2.059 1.149
C -1.640 -1.523 -0.288
C -2.841 -0.708 -1.049
C -4.183 -1.623 -1.373
C -5.389 -0.556 -1.806
O -5.959 -0.051 -0.523
C -5.845 1.427 -0.452
P -1.210 -3.034 -1.447
N -2.269 -4.262 -1.216
H -0.745 3.204 1.953
H 0.808 3.826 1.002
H 1.033 3.293 2.805
H 1.711 1.611 0.516
H 1.059 0.926 2.205
H -1.427 0.925 1.057
H -0.349 1.293 -1.956
H 0.049 2.829 -0.938
H -1.796 2.134 -1.013
H 0.380 -0.695 -1.092
H 0.890 -2.651 0.606
H 1.731 -1.069 1.191
H -0.497 -0.742 2.622
H 0.551 -2.023 3.115
H -0.691 -3.742 1.641
H -1.653 -3.107 3.134
H -2.627 -1.085 1.734
H -3.120 -2.860 1.022
H -3.069 0.287 -0.475
H -2.417 -0.389 -2.118
H -4.598 -2.204 -0.443
H -4.000 -2.345 -2.306
H -5.006 0.332 -2.467
H -6.216 -1.118 -2.437
H -6.116 1.949 -1.484
H -4.789 1.773 -0.046
H -6.686 1.780 0.311
H 0.111 -3.558 -1.211
H -1.246 -2.625 -2.850
H -1.678 -5.093 -0.912
C 4.878 -3.196 2.405
C 4.567 -1.809 1.818
C 5.732 -0.854 2.128
O 3.489 -1.345 2.425
H 5.022 -3.170 3.494
H 4.075 -3.913 2.190
H 5.799 -3.597 1.966
H 4.567 -1.939 0.727
H 5.907 -0.741 3.206
H 5.554 0.145 1.709
H 6.662 -1.232 1.686
C -1.937 -8.445 4.591
C -1.377 -7.275 3.846
O -0.200 -7.026 3.674
N -2.224 -6.278 3.313
C -2.551 -6.522 1.890
H -1.138 -9.161 4.803
H -2.376 -8.104 5.531
H -2.698 -8.939 3.982
H -3.075 -6.203 3.872
H -1.647 -5.431 3.356
H -3.181 -5.696 1.554
H -3.094 -7.468 1.814
H -1.622 -6.550 1.313
C 2.970 5.182 -0.806
O 2.978 4.319 0.316
H 2.685 6.185 -0.481
H 3.969 5.215 -1.248
H 2.247 4.820 -1.540
H 3.234 3.437 -0.003
C 6.100 6.787 -4.812
C 7.049 6.101 -5.453
C 8.226 5.546 -4.729
O 9.071 4.904 -5.341
C 8.328 5.801 -3.283
C 7.381 6.490 -2.643
C 6.191 7.021 -3.363
O 5.328 7.634 -2.744
O 7.472 6.735 -1.285
O 6.972 5.880 -6.816
H 5.239 7.194 -5.326
H 9.197 5.407 -2.772
H 6.667 7.250 -1.059
H 7.774 5.360 -7.041
C -9.330 3.316 -1.665
O -9.322 2.453 -0.543
H -9.615 4.319 -1.340
H -8.331 3.349 -2.107
H -10.053 2.954 -2.400
H -9.066 1.571 -0.862
Cl -8.453 1.643 1.366
Mg -3.953 -6.653 -0.032
Br 2.647 5.320 -3.293

# 2
25
Properties=species:S:1:pos:R:3 method="wB97M-V/def2-TZVPD" lumo_ev="3.61 / 3.52" homo_ev="0.936 / -5.471" multiplicity=2 s_squared=0.75 orbital_gap_ev="2.67 / 8.99" charge=-1
C -0.816 2.490 0.034
N -0.838 1.165 -0.656
C 0.592 0.563 -0.718
C 0.500 -0.976 -0.388
C -0.532 -1.722 -1.206
C -0.178 -3.206 -1.342
C 1.728 1.149 0.149
H -1.624 2.622 0.657
H -0.945 3.164 -0.929
H 0.094 2.856 0.473
H -1.416 0.423 -0.202
H 0.773 0.652 -1.859
H 1.482 -1.559 -0.514
H 0.288 -0.940 0.662
H -1.474 -1.862 -0.525
H -0.588 -1.208 -2.083
H 0.060 -3.621 -0.429
H 0.731 -3.370 -2.015
H -0.990 -3.649 -1.786
H 2.005 0.389 0.806
H 1.694 2.087 0.696
H 2.660 1.183 -0.401
H -1.107 0.325 3.924
H 0.244 -0.045 3.275
O -0.474 0.576 3.209

# 3
154
Properties=species:S:1:pos:R:3 method="wB97M-V/def2-TZVPD" smiles=COC[C@H](C)N.COC[C@H](C)N.COC[C@H](C)N.COC[C@H](C)N.COC[C@H](C)N.CC(C)O.CC(C)O.CCO.CCO.CCO.CCO.CCO lumo_ev=0.51 homo_ev=-8.856 orbital_gap_ev=9.37 charge=0
C 17.866 7.109 11.594
O 17.422 8.452 11.894
C 18.452 9.360 11.823
C 17.872 10.750 12.103
C 17.444 10.844 13.583
N 16.862 11.148 11.146
H 18.270 7.133 10.578
H 16.963 6.530 11.502
H 18.500 6.665 12.336
H 19.244 9.065 12.533
H 18.828 9.340 10.787
H 18.709 11.410 11.917
H 16.695 10.092 13.805
H 16.985 11.825 13.757
H 18.256 10.799 14.278
H 16.350 11.932 11.519
H 16.224 10.407 10.970
C 12.677 9.220 17.481
O 11.754 9.998 18.213
C 11.178 9.256 19.261
C 9.941 9.942 19.867
C 9.607 9.070 21.065
N 8.839 10.148 18.926
H 13.650 9.051 17.989
H 12.898 9.687 16.516
H 12.327 8.229 17.213
H 10.841 8.279 18.873
H 11.962 9.058 20.027
H 10.274 10.911 20.235
H 10.399 9.324 21.760
H 9.673 8.010 20.779
H 8.682 9.246 21.574
H 9.239 10.692 18.192
H 8.453 9.303 18.585
C 9.659 14.202 17.705
O 10.856 14.851 17.991
C 11.880 13.914 18.278
C 11.863 13.431 19.719
C 12.035 14.627 20.744
N 12.980 12.467 19.849
H 8.858 14.945 17.642
H 9.429 13.579 18.545
H 9.667 13.698 16.735
H 11.836 13.020 17.584
H 12.903 14.291 18.167
H 10.866 12.987 19.910
H 13.059 14.995 20.632
H 11.803 14.374 21.770
H 11.256 15.342 20.429
H 13.058 12.246 20.831
H 12.691 11.634 19.301
C 7.462 10.953 16.393
O 8.746 11.396 15.995
C 8.883 11.614 14.564
C 8.841 10.361 13.735
C 9.952 9.341 14.075
N 8.853 10.680 12.348
H 6.655 11.349 15.779
H 7.257 11.412 17.374
H 7.384 9.862 16.485
H 8.146 12.340 14.228
H 9.854 12.094 14.473
H 7.917 9.815 13.962
H 10.236 9.510 15.124
H 10.866 9.543 13.440
H 9.603 8.312 13.926
H 8.191 11.383 12.085
H 9.754 10.934 11.957
C 7.646 11.960 9.094
O 8.389 13.113 9.454
C 9.587 13.220 8.715
C 10.393 14.420 9.301
C 11.494 14.797 8.338
N 10.937 14.123 10.582
H 8.090 11.052 9.511
H 7.564 11.870 8.010
H 6.683 12.066 9.524
H 10.237 12.338 8.781
H 9.342 13.370 7.643
H 9.645 15.216 9.361
H 12.126 15.611 8.695
H 11.037 15.021 7.379
H 12.137 13.934 8.106
H 11.452 13.283 10.576
H 10.152 13.865 11.167
C 14.215 12.250 15.532
C 13.127 12.472 14.473
C 12.682 13.923 14.367
O 13.578 12.032 13.201
H 14.401 11.189 15.609
H 13.903 12.613 16.498
H 15.094 12.775 15.176
H 12.220 11.922 14.733
H 12.388 14.281 15.357
H 11.772 13.986 13.757
H 13.516 14.532 13.991
H 14.196 12.680 12.802
C 11.459 9.627 9.493
C 12.126 9.874 10.865
C 13.625 9.644 10.824
O 11.776 11.231 11.186
H 10.385 9.550 9.658
H 11.953 8.804 8.989
H 11.683 10.470 8.873
H 11.646 9.202 11.574
H 13.701 8.553 10.645
H 14.025 9.822 11.814
H 14.180 10.117 10.000
H 12.383 11.467 11.920
C 12.897 16.944 11.398
C 11.598 17.709 10.947
O 11.380 18.821 11.766
H 12.814 16.758 12.483
H 13.827 17.518 11.249
H 12.925 16.010 10.851
H 10.772 16.964 11.042
H 11.665 18.017 9.907
H 11.516 18.581 12.690
C 16.207 15.674 16.448
C 17.189 15.027 15.455
O 16.727 15.339 14.157
H 16.411 15.395 17.457
H 15.205 15.274 16.188
H 16.176 16.771 16.325
H 17.124 13.937 15.499
H 18.234 15.308 15.596
H 16.774 16.296 14.048
C 8.593 16.780 14.813
C 9.768 16.566 13.855
O 10.893 17.372 14.234
H 8.374 17.841 14.814
H 8.844 16.531 15.852
H 7.724 16.200 14.546
H 9.485 16.834 12.830
H 10.084 15.525 13.708
H 11.271 16.918 15.007
C 14.728 13.874 9.700
C 15.650 14.481 10.775
O 15.371 13.896 12.047
H 14.985 12.828 9.418
H 14.836 14.483 8.786
H 13.697 13.930 10.055
H 15.406 15.572 10.744
H 16.706 14.426 10.560
H 15.781 14.503 12.729
C 16.593 10.397 17.762
C 15.899 11.614 18.372
O 16.550 11.970 19.563
H 17.695 10.645 17.609
H 16.188 10.073 16.785
H 16.624 9.584 18.454
H 14.854 11.331 18.555
H 15.896 12.454 17.642
H 15.941 12.405 20.181

# 4
12
Properties=species:S:1:pos:R:3 method="wB97M-V/def2-TZVPD" lumo_ev="0.74 / -2.10" homo_ev="-5.653 / -10.345" multiplicity=3 s_squared=2.02 orbital_gap_ev="6.39 / 8.25" charge=0
C 1.145 -1.146 -0.938
C 0.304 -0.459 -0.223
C -0.696 1.699 0.510
C 0.100 0.983 -0.283
F 0.694 1.669 -1.253
Cl -2.808 -0.154 -0.055
H 1.313 -2.284 -0.847
H 1.847 -0.692 -1.542
H -0.456 -0.901 0.442
H -2.351 -1.361 -0.152
H -0.947 1.486 1.473
H -0.899 2.754 0.323

# 5
10
Properties=species:S:1:pos:R:3 method="wB97M-V/def2-TZVPD" smiles="On1[nH]cnc1=S" lumo_ev=-0.01 homo_ev=-8.231 orbital_gap_ev=8.23 charge=0
O -1.621 -0.615 -0.738
N -0.464 -0.240 -0.339
N 0.256 -0.967 0.593
C 1.256 -0.100 0.970
N 1.161 1.001 0.258
C 0.091 0.909 -0.581
S -0.847 2.075 -1.540
H -1.927 0.335 -0.852
H 0.187 -2.108 0.470
H 1.908 -0.292 1.758

# 6
34
Properties=species:S:1:pos:R:3 method="wB97M-V/def2-TZVPD" smiles="C[C@@H](C=O)NCO.O.O.O.O.O.O" lumo_ev=-0.16 homo_ev=-9.133 orbital_gap_ev=8.97 charge=0
C -3.036 1.951 0.368
C -1.847 1.035 0.736
C -2.371 -0.263 0.127
O -1.906 -0.694 -0.908
N -0.682 1.481 0.001
C 0.412 1.760 0.897
O 1.348 0.727 1.307
H -2.906 2.986 0.704
H -3.345 1.929 -0.679
H -3.948 1.701 0.913
H -1.637 0.949 1.794
H -3.136 -0.955 0.551
H -0.474 1.055 -0.888
H 1.030 2.429 0.315
H 0.143 2.476 1.691
H 1.763 0.276 0.565
O 0.398 -3.333 -0.882
H 0.722 -2.432 -0.961
H -0.406 -3.219 -0.375
O 1.317 -1.492 2.952
H 1.292 -0.708 2.363
H 1.927 -1.374 3.669
O 2.602 1.603 -1.094
H 3.441 1.144 -0.941
H 2.857 2.521 -1.127
O -1.560 -1.960 2.088
H -1.392 -2.007 3.029
H -0.978 -2.626 1.715
O 2.639 -1.772 -1.524
H 2.719 -0.854 -1.841
H 3.581 -2.031 -1.551
O 0.643 1.685 -3.830
H -0.160 2.195 -3.760
H 0.987 1.513 -2.936

# 7
18
Properties=species:S:1:pos:R:3 method="wB97M-V/def2-TZVPD" smiles="CC[C@H]([NH3+])C(N)=O" lumo_ev=-3.29 homo_ev=-14.932 orbital_gap_ev=11.64 charge=+1
C 1.692 1.819 -1.005
C 1.223 0.710 -0.070
C -0.027 -0.086 -0.591
N -1.214 0.824 -0.779
C -0.516 -0.991 0.603
N 0.254 -2.013 0.972
O -1.509 -0.616 1.184
H 0.993 2.653 -0.941
H 1.655 1.480 -2.041
H 2.712 2.092 -0.757
H 1.915 -0.127 0.038
H 0.932 1.002 0.940
H 0.219 -0.625 -1.499
H -0.841 1.757 -0.988
H -1.761 0.830 0.104
H -1.823 0.598 -1.568
H 1.187 -2.191 0.642
H -0.211 -2.763 1.454

# 8
93
Properties=species:S:1:pos:R:3 method="wB97M-V/def2-TZVPD" lumo_ev=2.21 homo_ev=-6.179 orbital_gap_ev=8.39 charge=-1
Cl -0.291 -0.934 0.133
O 0.483 -2.151 0.201
O 0.557 0.249 0.066
O -1.146 -1.023 -1.026
O -1.070 -0.814 1.340
O 0.638 5.823 0.860
C 1.462 5.063 0.437
O 1.180 3.784 0.158
C 2.155 3.177 -0.733
C 3.411 4.010 -0.438
C 2.902 5.347 0.082
H 1.801 3.208 -1.764
H 2.266 2.144 -0.410
H 4.046 4.100 -1.324
H 4.025 3.486 0.295
H 2.962 6.151 -0.653
H 3.521 5.690 0.908
O -4.985 -0.489 4.707
C -4.141 -1.285 4.962
O -4.314 -2.203 5.968
C -3.203 -3.107 6.007
C -2.062 -2.332 5.391
C -2.776 -1.478 4.325
H -3.436 -4.027 5.465
H -3.020 -3.377 7.047
H -1.211 -2.911 5.029
H -1.574 -1.644 6.093
H -2.805 -2.027 3.386
H -2.321 -0.503 4.180
O -6.761 0.302 1.455
C -6.140 -0.057 0.503
O -6.767 -0.437 -0.647
C -5.822 -0.934 -1.603
C -4.473 -0.368 -1.179
C -4.625 -0.107 0.318
H -6.100 -0.623 -2.607
H -5.806 -2.027 -1.577
H -4.138 0.499 -1.750
H -3.646 -1.070 -1.325
H -4.174 0.841 0.595
H -4.242 -0.897 0.963
O 4.962 -0.430 -4.194
C 3.805 -0.457 -3.870
O 3.160 -1.575 -3.532
C 1.922 -1.246 -2.835
C 1.555 0.147 -3.304
C 2.913 0.748 -3.699
H 2.109 -1.297 -1.760
H 1.250 -2.079 -3.030
H 1.048 0.719 -2.534
H 0.889 0.111 -4.166
H 3.284 1.432 -2.935
H 2.832 1.333 -4.613
N -1.086 2.185 -1.712
C -1.528 1.710 -2.915
C -2.477 2.553 -3.416
C -2.583 3.623 -2.488
C -1.649 3.434 -1.516
H -0.419 1.730 -1.104
H -1.194 0.745 -3.259
H -3.097 2.383 -4.280
H -3.265 4.454 -2.577
H -1.452 4.023 -0.636
C 6.387 1.133 -0.699
C 5.312 0.807 0.305
O 5.185 1.458 1.316
C 4.334 -0.288 -0.071
H 6.041 1.038 -1.727
H 7.207 0.411 -0.595
H 6.809 2.108 -0.465
H 4.392 -0.385 -1.158
H 3.287 -0.042 0.117
H 4.598 -1.203 0.456
C -2.182 -4.368 -2.408
C -1.700 -5.776 -2.250
O -2.471 -6.705 -2.178
C -0.203 -5.997 -2.316
H -1.525 -3.675 -1.863
H -3.196 -4.263 -2.038
H -2.051 -4.002 -3.430
H 0.308 -5.601 -1.440
H 0.164 -5.443 -3.185
H -0.025 -7.061 -2.444
C 1.440 -0.476 4.157
C 2.190 0.826 4.180
O 2.696 1.253 5.195
C 2.043 1.698 2.965
H 1.286 -0.717 3.095
H 0.464 -0.370 4.622
H 1.976 -1.352 4.518
H 2.519 2.665 3.078
H 0.969 1.788 2.761
H 2.408 1.239 2.040

no.,electronic energy (a.u.)
1,-5478.9951
2,-368.6698
3,-2608.7240
4,-715.8713
5,-715.5785
6,-821.6157
7,-343.5364
8,-2776.6557